Record 1
22
Properties=species:S:1:pos:R:3:lowdin_charge:R:1 method="wB97M-V/def2-TZVPD" largest_force_ha_per_bohr=0.0693 total_energy_ha=-968.668608
C -2.7102 -1.7505 -0.2283 -0.08
C -1.3077 -1.7976 0.1734 0.00
C -3.0129 -0.4744 -0.5813 -0.06
C -0.8227 -0.4920 0.1054 -0.16
C -0.5223 2.2632 -0.4492 -0.02
C 1.4506 -0.8486 0.5808 -0.15
C -1.6850 1.6508 -0.7284 -0.03
C 0.5206 0.0628 0.2587 -0.07
C 0.6173 1.5590 0.0964 -0.31
C 2.8495 -0.8590 0.6368 -0.33
N 1.5304 2.3653 0.4709 0.15
N -1.8219 0.3237 -0.4334 -0.04
O 5.2586 -0.3409 -0.0222 -0.56
S 3.9307 0.2032 -0.1372 0.92
H -3.4405 -2.6229 -0.2695 0.12
H -0.6288 -2.5324 0.5047 0.08
H -3.9751 -0.2446 -0.9877 0.11
H -0.5257 3.2625 -0.6827 0.08
H 1.1380 -1.7977 0.8292 0.07
H -2.6415 1.9748 -1.0789 0.13
H 2.3543 1.9343 0.9179 0.02
H 3.4444 -1.8391 1.0245 0.14


Record 2
10
Properties=species:S:1:pos:R:3:lowdin_charge:R:1 method="wB97M-V/def2-TZVPD" largest_force_ha_per_bohr=0.0725 total_energy_ha=-226.352242 smiles=C1#[N+]NCC1 charge=+1
C -1.1402 -1.0214 0.0185 0.12
N -1.6827 0.1226 -0.0430 0.10
N -0.7702 1.0586 0.0157 0.10
C 0.5802 0.5561 -0.0123 -0.05
C 0.3278 -1.1591 -0.0557 -0.02
H -1.1496 1.9134 0.2451 0.15
H 1.1975 0.8079 0.9301 0.16
H 1.3234 1.0135 -0.7810 0.17
H 0.6362 -1.7970 0.7607 0.12
H 0.6776 -1.4946 -1.0782 0.15


Record 3
13
Properties=species:S:1:pos:R:3:lowdin_charge:R:1 method="wB97M-V/def2-TZVPD" largest_force_ha_per_bohr=0.1779 total_energy_ha=-391.000984
H -1.2807 0.4189 -2.2621 0.07
N -2.2732 0.5039 -1.8214 0.08
C -2.0927 0.1567 -0.5763 -0.28
N -0.9957 -0.1576 0.0817 -0.25
N -0.8321 -0.1823 1.4130 0.14
C 0.5285 -0.3879 1.5245 -0.05
C 1.1095 -0.2356 0.2863 -0.37
N 2.4166 -0.2117 -0.1841 0.09
N 0.0699 -0.0671 -0.5922 0.12
H -3.0675 0.4069 0.0748 0.16
H 0.9703 -0.6866 2.3682 0.07
H 2.8209 0.0293 0.7272 0.09
H 2.6262 0.4130 -1.0397 0.14


Record 4
11
Properties=species:S:1:pos:R:3:lowdin_charge:R:1 method="wB97M-V/def2-TZVPD" largest_force_ha_per_bohr=0.0105 total_energy_ha=-322.472910 smiles="N=C=C(O)CO"
N -0.0194 1.3397 -1.9350 0.15
C 0.0737 0.4245 -1.1096 -0.11
C 0.3656 -0.4419 -0.1599 -0.32
O 0.8738 -1.7058 -0.3700 0.03
C 0.0654 -0.0911 1.2772 -0.21
O -0.9733 0.8570 1.3625 -0.06
H -0.9503 1.4279 -2.3484 0.07
H 1.4858 -1.6761 -1.1159 0.11
H -0.1622 -1.0177 1.8262 0.13
H 0.9376 0.3706 1.7520 0.13
H -1.6967 0.5130 0.8208 0.09


The evaluated energy above the lowest of the compared OMol25 structures with the same formula, charge and spin for the records listed, in turn: 3.6418, 6.5342, 3.1954, 2.7599 eV.